Entry 1:
DFT (wB97M-V/def2-TZVPD) results for a cluster of 2 separate species, C4H10O in total.

Geometry (Å):
O: 0.38047 -2.96224 0.87805
C: 0.61726 1.52424 -0.08538
C: -0.87776 1.81081 -0.32001
C: -0.58197 -3.01722 0.17156
C: 0.90695 0.01276 0.15291
H: -1.21641 1.28778 -1.21118
H: -0.91907 2.89988 -0.36986
H: -0.52051 -3.03378 -0.92249
H: 1.03738 1.99369 0.80865
H: 1.20767 1.85112 -0.94046
H: -1.59834 -2.93063 0.58925
H: -1.46425 1.44774 0.52009
H: 0.70824 -0.47966 -0.79571
H: 0.37744 -0.36423 1.02395
H: 1.94289 -0.04025 0.50063

HOMO level in eV: -10.2
SMILES: C=O.CCC
Gap between HOMO and LUMO in eV: 11.0
Energy above the lowest of the compared OMol25 structures with the same formula, charge and spin in kcal per mole: 31.9

Löwdin charges, unit e, in atom order: number 1, O, carries -0.008; number 2, C, carries -0.319; number 3, C, carries -0.120; number 4, C, carries -0.158; number 5, C, carries -0.135; number 6, H, carries 0.066; number 7, H, carries 0.065; number 8, H, carries 0.079; number 9, H, carries 0.094; number 10, H, carries 0.093; number 11, H, carries 0.082; number 12, H, carries 0.064; number 13, H, carries 0.065; number 14, H, carries 0.058; number 15, H, carries 0.072

---

Entry 2:
DFT (wB97M-V/def2-TZVPD) results for an isolated molecule of C27H26FN5.

Geometry (Å):
F: 7.21770 -1.44282 0.84533
N: -2.91897 3.33995 1.62895
N: -0.69789 0.30536 -0.47242
N: -3.07630 2.06749 1.29180
N: -1.73734 3.04542 -0.08224
N: -2.13229 3.93168 0.83350
C: 0.61786 3.04344 -0.72128
C: 1.22942 -0.85229 -1.33587
C: -3.04340 -0.52660 -0.22678
C: -5.40555 -4.02771 0.61682
C: -2.34099 1.86643 0.22296
C: 2.76429 2.09868 -1.24139
C: -0.79999 3.38420 -1.11478
C: 1.46348 2.39464 -1.60776
C: -2.12497 0.62647 -0.57185
C: 2.38927 3.09438 0.90366
C: 0.72421 -1.12815 0.98701
C: 3.73365 -0.59923 1.28140
C: -4.16082 -2.53184 -0.97516
C: 1.08965 3.39664 0.53660
C: 4.00173 -1.86206 -0.74020
C: -4.57438 -2.81763 0.31878
C: 5.09254 -0.67857 1.51941
C: -0.21889 0.07478 0.88569
C: 3.16794 -1.18561 0.15018
C: 1.73393 -1.06593 -0.12032
C: -3.40825 -1.40381 -1.24330
C: -4.22461 -1.93149 1.32958
C: -3.46973 -0.80282 1.06696
C: 5.36105 -1.95553 -0.51334
C: 5.88925 -1.35905 0.61728
C: 3.22873 2.44425 0.01536
C: -0.24627 -0.66559 -1.45991
H: 2.74619 3.37063 1.88489
H: 4.24308 2.20817 0.29956
H: 5.53791 -0.22086 2.38887
H: -5.10045 -4.48350 1.55651
H: -0.50648 -0.28016 -2.44956
H: -5.32126 -4.76491 -0.17805
H: 3.57366 -2.33352 -1.61152
H: -3.25047 -0.11420 1.86669
H: 3.41888 1.59347 -1.93555
H: -0.89235 4.46431 -1.27266
H: 6.01078 -2.48274 -1.19411
H: -1.07563 2.85895 -2.03248
H: 0.32797 0.97370 1.20219
H: -2.29727 0.88891 -1.62837
H: 3.11061 -0.04993 1.97024
H: -0.75224 -1.64163 -1.33308
H: -4.43161 -3.19630 -1.78365
H: 1.18744 -1.15077 1.97172
H: 1.84059 -0.76437 -2.21861
H: -3.11059 -1.19818 -2.26291
H: 0.13683 -2.04523 0.87250
H: 1.10461 2.12340 -2.58945
H: -4.55090 -2.12537 2.34126
H: -6.45438 -3.74427 0.70868
H: 0.43697 3.91171 1.22785
H: -1.05596 -0.07437 1.57432

HOMO level in eV: -8.5
SMILES: Cc1ccc([C@@H](c2nnnn2Cc2ccccc2)N2CC=C(c3ccc(F)cc3)CC2)cc1
Gap between HOMO and LUMO in eV: 9.0

Löwdin charges, unit e, in atom order: number 1, F, carries 0.055; number 2, N, carries -0.032; number 3, N, carries -0.098; number 4, N, carries 0.081; number 5, N, carries -0.057; number 6, N, carries 0.042; number 7, C, carries -0.219; number 8, C, carries -0.031; number 9, C, carries -0.171; number 10, C, carries -0.052; number 11, C, carries -0.240; number 12, C, carries -0.080; number 13, C, carries -0.073; number 14, C, carries -0.052; number 15, C, carries -0.204; number 16, C, carries -0.078; number 17, C, carries -0.095; number 18, C, carries -0.036; number 19, C, carries -0.041; number 20, C, carries -0.050; number 21, C, carries -0.020; number 22, C, carries -0.282; number 23, C, carries -0.005; number 24, C, carries -0.134; number 25, C, carries -0.186; number 26, C, carries -0.198; number 27, C, carries -0.044; number 28, C, carries -0.030; number 29, C, carries -0.035; number 30, C, carries -0.002; number 31, C, carries -0.277; number 32, C, carries -0.092; number 33, C, carries -0.166; number 34, H, carries 0.106; number 35, H, carries 0.102; number 36, H, carries 0.119; number 37, H, carries 0.078; number 38, H, carries 0.122; number 39, H, carries 0.074; number 40, H, carries 0.115; number 41, H, carries 0.088; number 42, H, carries 0.109; number 43, H, carries 0.137; number 44, H, carries 0.118; number 45, H, carries 0.127; number 46, H, carries 0.113; number 47, H, carries 0.150; number 48, H, carries 0.114; number 49, H, carries 0.124; number 50, H, carries 0.110; number 51, H, carries 0.114; number 52, H, carries 0.111; number 53, H, carries 0.111; number 54, H, carries 0.131; number 55, H, carries 0.114; number 56, H, carries 0.114; number 57, H, carries 0.085; number 58, H, carries 0.107; number 59, H, carries 0.111

---

Entry 3:
DFT (wB97M-V/def2-TZVPD) results for an isolated molecule of C5H11NO.

Geometry (Å):
O: 1.46379 1.57550 0.78398
N: 1.52432 -0.23478 -0.73195
C: -1.18417 1.73550 1.08261
C: -0.93737 -0.73885 0.73767
C: 0.96951 0.70926 0.08506
C: -0.60656 0.53320 0.12088
C: 1.18245 -1.44967 -1.57786
H: -1.88381 -0.86328 0.95777
H: -1.07780 2.77979 0.62023
H: -2.23414 1.61764 1.10107
H: 0.88467 -2.35674 -0.88896
H: -0.42553 -0.98022 1.67299
H: 2.48407 -0.01426 -1.04766
H: -0.74953 -1.60590 0.13844
H: 0.28601 -1.32628 -2.26764
H: 2.12386 -1.71445 -1.95276
H: -0.88350 1.80138 2.14125
H: -0.93627 0.53214 -0.97511

HOMO level in eV: -9.4
SMILES: CNC(=O)C(C)C
Gap between HOMO and LUMO in eV: 10.1
Energy above the lowest of the compared OMol25 structures with the same formula, charge and spin in kcal per mole: 50.0

Löwdin charges, unit e, in atom order: number 1, O, carries 0.055; number 2, N, carries 0.011; number 3, C, carries -0.054; number 4, C, carries -0.117; number 5, C, carries -0.480; number 6, C, carries -0.287; number 7, C, carries -0.065; number 8, H, carries 0.027; number 9, H, carries 0.093; number 10, H, carries 0.034; number 11, H, carries 0.101; number 12, H, carries 0.114; number 13, H, carries 0.132; number 14, H, carries 0.054; number 15, H, carries 0.099; number 16, H, carries 0.048; number 17, H, carries 0.080; number 18, H, carries 0.154

---

Entry 4:
DFT (wB97M-V/def2-TZVPD) results for a structure of composition C2HFLaO2.

Geometry (Å):
La: -1.65129 -1.79606 1.97970
F: 0.74381 1.12381 -1.26291
O: 1.28944 -0.56257 0.45572
O: -1.59561 0.88341 -0.85884
C: -0.02598 -0.35096 0.47467
C: -0.49680 0.60635 -0.47325
H: 1.73642 0.09602 -0.31509

HOMO level (alpha / beta) in eV: -16.8 / -19.7
Net charge: +2
Gap between HOMO and LUMO (alpha / beta) in eV: 6.1 / 9.0
Multiplicity: 2

Löwdin charges, unit e, in atom order: number 1, La, carries 2.099; number 2, F, carries -0.032; number 3, O, carries 0.047; number 4, O, carries 0.234; number 5, C, carries -0.275; number 6, C, carries -0.311; number 7, H, carries 0.239

---

| no. | calculated total energy (Eh) |
| --- | --- |
| 1 | -233.5941 |
| 2 | -1418.0797 |
| 3 | -327.0517 |
| 4 | -357.9100 |